72
Properties=species:S:1:pos:R:3:mulliken_charge:R:1 method="wB97M-V/def2-TZVPD" gap_ha=0.1676 spin_multiplicity=1 lumo_ev=3.795 charge=-2 de_lowest_kj_mol=114.0
Rb -0.9278 -0.1885 0.9912 0.8431
C -2.0583 2.8283 4.0656 -1.0234
C -0.5691 2.9012 3.7829 -0.7166
N -0.2462 2.9906 2.3643 0.8071
C -0.7168 4.2368 1.7579 -0.9037
C -1.5980 3.9939 0.5409 -0.8763
C 1.1827 2.7240 2.1806 -0.4011
C 1.7670 3.0124 0.8043 -1.2746
N 1.1295 2.2076 -0.2079 0.0322
C 1.4563 2.3968 -1.4720 0.3371
C 0.7730 1.6245 -2.4661 0.1312
F -0.1582 0.7470 -2.0254 -0.2519
C 0.9996 1.7197 -3.8102 0.2170
F 0.2782 0.9406 -4.6456 -0.3125
C 1.9402 2.5936 -4.3478 -0.7665
C 2.6287 3.3523 -3.4224 0.2116
F 3.5723 4.2243 -3.8657 -0.3617
C 2.4170 3.2755 -2.0634 0.2219
F 3.1952 4.0775 -1.2750 -0.3892
H -2.4952 1.9738 3.5568 0.0753
H -2.5823 3.7307 3.7444 0.3919
H -2.2329 2.7025 5.1350 0.4269
H -0.0994 1.9939 4.1696 0.4836
H -0.1202 3.7523 4.3343 0.2640
H 0.1270 4.8778 1.4828 0.3802
H -1.2810 4.8009 2.5065 0.5160
H -1.0487 3.4174 -0.2032 -0.0067
H -1.9177 4.9404 0.0958 0.3865
H -2.4883 3.4317 0.8311 0.2457
H 1.3466 1.6655 2.4118 -0.2917
H 1.7728 3.3020 2.9196 0.2407
H 2.8466 2.8076 0.8970 0.5508
H 1.7022 4.0897 0.6018 0.4817
H 2.1231 2.6640 -5.4077 0.4768
F -1.4680 -2.5120 4.6746 -0.2938
C -1.7655 -1.4658 3.7705 -0.4063
F -1.0493 -0.3506 4.3414 -0.2846
C -3.2094 -1.1444 4.1140 0.7597
F -4.0209 -2.1666 3.7762 -0.2824
F -3.6392 -0.0613 3.4174 -0.2503
F -3.4903 -0.8688 5.4230 -0.3205
N -2.7183 -1.4971 -0.5988 -0.9415
C -2.2908 -2.1600 -1.4574 0.8067
C 2.4341 -1.2880 -1.3152 -1.2436
C 2.4988 -0.8804 0.1396 0.7018
O 1.8806 -1.8930 0.9267 -0.3318
C 2.1121 -1.7228 2.3115 0.2051
C 1.3590 -2.7863 3.0757 -1.3270
H 2.6775 -0.4376 -1.9533 0.3394
H 1.4266 -1.6199 -1.5701 0.1411
H 3.1224 -2.1061 -1.5312 0.3922
H 1.9845 0.0785 0.2815 -0.5031
H 3.5413 -0.7485 0.4646 0.3398
H 1.7904 -0.7194 2.6314 -0.0954
H 3.1938 -1.7874 2.5050 0.3397
H 0.3134 -2.8140 2.7687 0.1603
H 1.3643 -2.5647 4.1431 0.3992
H 1.8040 -3.7689 2.9103 0.3768
F -2.0164 -5.7259 -6.5236 -0.3019
C -1.1587 -5.8141 -5.4549 1.0506
F -1.2030 -7.1136 -5.0309 -0.3018
F 0.0911 -5.7479 -6.0902 -0.3136
C -1.4229 -4.8580 -4.4154 -0.1477
C -1.7300 -3.4920 -4.7324 -0.6669
C -1.8871 -2.5462 -3.7977 -0.5351
N -1.8139 -2.9248 -2.3992 0.0916
C -1.1626 -4.1841 -2.0887 -0.6682
C -1.0235 -5.0969 -3.0603 -0.5706
H -1.7968 -3.1840 -5.7697 0.3187
H -2.0508 -1.4971 -3.9853 0.4134
H -0.8420 -4.3017 -1.0660 0.4856
H -0.5524 -6.0368 -2.7966 0.3190

59
Properties=species:S:1:pos:R:3:mulliken_charge:R:1 method="wB97M-V/def2-TZVPD" gap_ha=0.1616 spin_multiplicity=1 lumo_ev=1.055 charge=-1 de_lowest_kj_mol=27.6
C -4.8077 -0.8123 4.3753 -1.7267
C -3.9742 -1.3932 3.2291 2.1465
C -3.8306 -2.8988 3.4694 -2.0878
C -4.7590 -1.2010 1.9253 -1.7046
C -2.5896 -0.6853 3.1459 -0.3793
C -1.4037 -1.3583 3.2433 -0.5709
C -0.1114 -0.7405 3.0903 -0.0999
C 1.0637 -1.5140 3.0244 -0.4377
C 2.3810 -0.9875 3.1368 0.6380
C 2.7073 0.1306 3.9809 -0.8478
C 3.9760 0.7015 3.9120 0.5866
F 4.2372 1.8333 4.6652 -0.3405
C 4.9879 0.2185 3.0849 -0.8021
C 4.6694 -0.9115 2.3150 0.4663
F 5.6221 -1.3782 1.4324 -0.3156
C 3.4410 -1.5483 2.3715 -0.8121
C -0.0970 0.6839 2.9148 -0.6806
C -1.2261 1.4488 2.8178 -0.8689
C -1.1595 2.9769 2.5616 2.1952
C -1.8380 3.3260 1.2308 -1.7157
C 0.2809 3.4921 2.4854 -2.0609
C -1.8679 3.7488 3.6802 -1.7185
C -2.5431 0.7815 2.9113 1.7525
O -3.6023 1.4386 2.7789 -0.7973
H -4.9934 0.2526 4.2163 0.3631
H -5.7663 -1.3401 4.4161 0.4569
H -4.2952 -0.9440 5.3342 0.3479
H -3.2888 -3.3930 2.6540 0.4130
H -3.3236 -3.1123 4.4178 0.3889
H -4.8317 -3.3449 3.5208 0.4208
H -4.2108 -1.6172 1.0728 0.3601
H -5.7193 -1.7214 2.0108 0.4587
H -4.9454 -0.1401 1.7403 0.3566
H -1.4015 -2.4345 3.4386 0.5406
H 0.9661 -2.5793 2.7998 0.2726
H 1.9680 0.5258 4.6724 0.6224
H 5.9658 0.6940 3.0298 0.4666
H 3.2077 -2.4230 1.7584 0.4927
H 0.8731 1.1607 2.7972 0.6361
H -2.8930 3.0390 1.2481 0.3637
H -1.7593 4.4079 1.0733 0.4449
H -1.3423 2.8126 0.3985 0.3606
H 0.8402 3.2988 3.4089 0.3939
H 0.8238 3.0591 1.6367 0.3779
H 0.2498 4.5782 2.3378 0.4499
H -1.4036 3.5387 4.6509 0.3484
H -1.7769 4.8213 3.4731 0.4641
H -2.9262 3.4781 3.7250 0.3433
C 1.5466 -5.4737 -2.6306 -0.9956
C 1.5078 -4.3123 -1.7213 0.5149
C 1.4990 -4.2766 -0.2802 -0.5876
N 1.5676 -2.9760 0.1017 -0.2004
C 1.5698 -2.2288 -1.0484 -0.3258
N 1.5320 -3.0267 -2.1619 -0.8107
H 1.4580 -6.4199 -2.0785 0.2595
H 0.7289 -5.4145 -3.3655 0.2387
H 2.4944 -5.4910 -3.1937 0.2061
H 1.4476 -5.1380 0.3743 0.3343
H 1.6004 -1.1363 -1.1235 0.4048